Model i:
C4H8N2 | ωB97M-V/def2-TZVPD

Geometry as XYZ:
```
14
Properties=species:S:1:pos:R:3
C 0.66 -0.43 2.76
C 0.42 -0.13 1.50
C -0.72 -0.64 0.80
N -0.72 -0.50 -0.46
N 0.01 0.39 -1.14
C -0.35 0.63 -2.51
H 1.29 0.33 3.37
H 0.19 -1.12 3.43
H 1.04 0.67 0.91
H -1.51 -1.26 1.25
H 1.00 0.02 -1.20
H -1.27 1.37 -2.58
H -0.55 -0.36 -3.12
H 0.53 1.03 -3.00
```

Properties
LUMO	0.7025	eV
SMILES string	C=C/C=N\NC
E_HOMO	-8.479	eV
molecular weight	84.12	g mol⁻¹

Model ii:
C4H8N2 | ωB97M-V/def2-TZVPD

Geometry as XYZ:
```
14
Properties=species:S:1:pos:R:3
H -0.41 2.09 -0.91
N 0.64 2.11 -0.75
C 1.18 0.95 -0.44
N 0.62 -0.26 -0.15
C 0.33 -0.62 1.21
C -0.75 -0.35 0.24
C -1.62 -1.53 -0.25
H 2.36 0.88 -0.40
H 0.56 -1.75 1.37
H 0.66 0.00 2.07
H -1.36 0.57 0.47
H -2.05 -2.22 0.79
H -0.86 -2.18 -0.83
H -2.53 -1.03 -0.86
```

Properties
LUMO	0.9879	eV
SMILES string	[H]/N=C\N1C[C@@H]1C
E_HOMO	-9.374	eV
molecular weight	84.12	g mol⁻¹

We find model ii to be the most stable, with the next structure 0.0096 hartree higher.